# 1
17
Properties=species:S:1:pos:R:3:nbo_charge:R:1 method="wB97M-V/def2-TZVPD" homo_lumo_gap_ev=6.9760 total_charge=-1 relative_energy_kcal_mol=31.9 homo_energy_ha=-0.12640
O -0.4590 -3.6738 -2.2205 -0.540
O -2.0444 1.5525 -1.0134 -0.716
N -0.3269 0.7873 0.4136 -0.743
N -1.0738 -0.4159 -1.2913 -0.652
C 0.3733 2.0132 2.3795 -0.579
C -0.1771 -1.4571 -1.0730 -0.074
C 0.1106 1.9463 1.0474 0.044
C 1.2061 -1.2846 -0.3464 -0.601
C -0.3599 -2.6113 -1.6835 0.587
C -1.1881 0.8251 -0.5804 0.755
H 0.4154 2.7637 0.3831 0.151
H 0.1908 1.2164 3.1320 0.178
H 0.7973 2.8704 2.7878 0.166
H -1.9162 -0.8509 -1.5829 0.364
H 0.9712 -0.9015 0.6760 0.267
H 1.8185 -0.5635 -0.7956 0.206
H 1.6622 -2.2164 -0.2322 0.187

=====

# 2
13
Properties=species:S:1:pos:R:3:nbo_charge:R:1 method="wB97M-V/def2-TZVPD" homo_lumo_gap_ev="8.2240 / 8.2314" relative_energy_kcal_mol=106.8 homo_energy_ha="-0.28803 / -0.28824"
O 2.0765 1.8661 1.1188 -0.500
N -0.2180 -0.4253 -0.4474 -0.368
C -1.1669 0.3997 -0.9114 -0.217
C 1.1119 1.1662 0.9294 0.431
C -0.9466 -1.4878 0.0247 -0.332
C 1.1305 0.0146 -0.0873 -0.331
H -0.6540 -2.5111 -0.2324 0.176
H 0.1675 1.3119 1.5035 0.119
H -1.2046 1.4119 -0.5168 0.161
H -1.7424 -1.2988 0.7671 0.186
H 1.7437 0.3373 -0.9438 0.230
H 1.6214 -0.8350 0.3994 0.243
H -1.9192 0.0503 -1.6035 0.203